[1]
Molecular formula: C33H40MgN4P2S
Method: DFT, ωB97M-V/def2-TZVPD

XYZ file:
```
81
C33H40MgN4P2S | the Open Molecules 2025 dataset | ωB97M-V/def2-TZVPD
Mg -1.087 -1.064 -1.467
C -1.903 2.531 -3.940
C -1.352 3.306 -3.008
C -2.087 4.042 -1.945
C -3.297 3.340 -1.262
C -3.298 1.837 -1.186
C -3.563 0.990 -2.194
C -4.205 1.514 -3.446
C -3.371 2.551 -4.241
C 0.293 -2.673 -0.401
H -1.309 1.931 -4.633
H -0.303 3.594 -3.080
H -2.436 5.007 -2.337
H -1.362 4.348 -1.176
H -3.327 3.733 -0.223
H -4.218 3.705 -1.741
H -3.372 1.474 -0.157
H -3.492 -0.103 -2.108
H -5.181 1.997 -3.230
H -4.442 0.669 -4.106
H -3.492 2.332 -5.315
H -3.820 3.541 -4.074
H 1.366 -2.425 -0.354
H 0.141 -3.490 -1.122
H 0.046 -3.034 0.618
P -0.845 -0.708 1.507
P 1.720 0.522 0.207
N -2.473 -1.229 0.875
N -1.256 -0.701 3.243
N 1.098 0.412 -1.451
N 3.168 1.498 -0.046
C -0.887 1.092 1.094
C 0.481 1.756 0.762
C -2.608 -2.272 -0.119
C -3.953 -2.654 -0.125
C -4.665 -1.786 0.733
C -3.745 -0.912 1.322
C -1.146 -1.898 3.990
C -1.186 -1.586 5.339
C -1.323 -0.162 5.451
C -1.368 0.348 4.161
C 1.017 -0.784 -2.246
C 0.799 -0.399 -3.570
C 0.833 0.998 -3.610
C 0.947 1.466 -2.320
C 3.530 2.540 -0.911
C 4.851 2.896 -0.659
C 5.323 2.063 0.409
C 4.286 1.221 0.772
H -1.358 1.631 1.929
H -1.537 1.244 0.220
H 0.339 2.545 -0.002
H 0.923 2.226 1.660
H -1.766 -2.928 -0.345
H -4.360 -3.475 -0.706
H -5.729 -1.808 0.917
H -3.891 -0.111 2.029
H -1.071 -2.856 3.478
H -1.121 -2.290 6.167
H -1.375 0.413 6.369
H -1.499 1.368 3.810
H 1.595 -1.666 -1.985
H 0.763 -1.092 -4.403
H 0.840 1.606 -4.508
H 0.941 2.473 -1.936
H 2.833 2.944 -1.626
H 5.427 3.653 -1.174
H 6.310 2.085 0.848
H 4.208 0.438 1.517
S 2.707 -1.646 2.388
C 3.772 -2.945 2.376
C 3.910 -3.754 3.540
C 4.799 -4.815 3.568
C 5.612 -5.084 2.461
C 5.476 -4.315 1.297
C 4.594 -3.244 1.254
H 3.306 -3.501 4.408
H 4.857 -5.434 4.465
H 6.358 -5.879 2.509
H 6.080 -4.551 0.423
H 4.529 -2.605 0.374
```

The calculation puts the HOMO energy at -0.1839 Ha. The gap between HOMO and LUMO comes out at 0.1244 Ha. Its spin multiplicity is 1. The calculation puts the relative energy (zero: lowest compared OMol25 entry of this formula, charge and spin) at 32.4 kcal per mole.

[2]
Molecular formula: C33H40N4P2PdSe
Method: DFT, ωB97M-V/def2-TZVPD

XYZ file:
```
81
C33H40N4P2PdSe | the Open Molecules 2025 dataset | ωB97M-V/def2-TZVPD
Pd -0.201 2.220 -2.645
C -1.477 2.265 -4.199
C -1.202 0.901 -3.895
C -0.284 0.050 -4.734
C 1.043 0.803 -5.002
C 1.427 1.624 -3.790
C 1.325 3.038 -3.732
C 0.570 3.817 -4.788
C -0.757 3.104 -5.249
C 1.164 0.446 1.609
H -2.474 2.615 -3.864
H -1.970 0.350 -3.337
H -0.753 -0.226 -5.695
H -0.090 -0.906 -4.213
H 1.840 0.069 -5.222
H 0.917 1.425 -5.900
H 2.167 1.164 -3.126
H 2.070 3.570 -3.120
H 1.205 4.055 -5.655
H 0.307 4.788 -4.336
H -1.465 3.914 -5.479
H -0.575 2.563 -6.187
H 0.786 1.300 1.014
H 1.920 0.799 2.339
H 0.292 0.049 2.160
P 1.843 -0.875 0.622
P -1.890 -0.864 0.910
N 3.040 -0.011 -0.394
N 2.797 -1.964 1.447
N -2.911 0.241 -0.146
N -3.147 -2.059 1.335
C 0.628 -1.316 -0.673
C -0.912 -1.613 -0.496
C 3.146 1.379 -0.495
C 4.368 1.696 -1.066
C 4.972 0.469 -1.483
C 4.111 -0.557 -1.122
C 3.556 -1.611 2.595
C 4.461 -2.621 2.852
C 4.291 -3.632 1.842
C 3.275 -3.222 0.996
C -2.865 1.639 -0.021
C -3.847 2.212 -0.815
C -4.424 1.157 -1.578
C -3.816 -0.026 -1.181
C -4.419 -2.352 0.817
C -5.053 -3.286 1.623
C -4.163 -3.582 2.708
C -3.019 -2.812 2.527
H 1.024 -2.165 -1.275
H 0.739 -0.418 -1.340
H -1.410 -1.216 -1.408
H -1.088 -2.714 -0.520
H 2.350 2.029 -0.171
H 4.780 2.696 -1.146
H 5.950 0.392 -1.949
H 4.127 -1.604 -1.391
H 3.336 -0.705 3.158
H 5.187 -2.650 3.656
H 4.893 -4.532 1.762
H 2.817 -3.736 0.152
H -2.146 2.096 0.650
H -4.128 3.268 -0.849
H -5.204 1.255 -2.324
H -3.980 -1.023 -1.573
H -4.799 -1.867 -0.065
H -6.039 -3.712 1.464
H -4.347 -4.288 3.508
H -2.136 -2.715 3.144
Se -1.994 0.804 3.337
C -1.048 0.424 4.873
C -0.949 1.394 5.906
C -0.381 1.069 7.132
C 0.163 -0.210 7.345
C 0.097 -1.171 6.325
C -0.484 -0.858 5.099
H -1.353 2.387 5.724
H -0.361 1.812 7.931
H 0.637 -0.452 8.294
H 0.491 -2.176 6.490
H -0.551 -1.601 4.306
```

The expectation value of S² is 6.033. The calculation puts the HOMO energy (alpha / beta) at -0.3364 / -0.4865 Ha. The gap between HOMO and LUMO (alpha / beta) comes out at 0.1380 / 0.1600 Ha. Its spin multiplicity is 5. The calculation puts the relative energy (zero: lowest compared OMol25 entry of this formula, charge and spin) at 0.0 kcal per mole. The total charge is +2.

[3]
Molecular formula: C33H40O5P2Pt
Method: DFT, ωB97M-V/def2-TZVPD

XYZ file:
```
81
C33H40O5P2Pt | the Open Molecules 2025 dataset | ωB97M-V/def2-TZVPD
Pt 0.085 1.361 -0.775
O 0.651 -0.691 -0.588
P 1.432 -1.345 0.553
C 0.385 -1.465 2.040
P -0.964 -0.248 1.952
O -0.489 1.080 1.365
C -2.277 -1.013 0.991
C -2.912 -2.141 1.509
C -3.955 -2.730 0.813
C -4.376 -2.190 -0.394
C -3.757 -1.059 -0.908
C -2.711 -0.471 -0.214
C -1.601 -0.025 3.600
C -1.264 -0.855 4.666
C -1.819 -0.623 5.916
C -2.704 0.430 6.098
C -3.043 1.257 5.033
C -2.494 1.033 3.783
C 1.894 -2.991 0.051
C 1.969 -4.052 0.952
C 2.340 -5.310 0.502
C 2.638 -5.506 -0.840
C 2.578 -4.445 -1.736
C 2.207 -3.186 -1.295
C 2.913 -0.465 1.059
C 2.993 0.927 1.021
C 4.159 1.567 1.403
C 5.256 0.824 1.818
C 5.180 -0.560 1.871
C 4.010 -1.207 1.504
H 1.007 -1.273 2.915
H -0.056 -2.460 2.116
H -2.599 -2.553 2.463
H -4.446 -3.605 1.218
H -5.198 -2.646 -0.931
H -4.101 -0.633 -1.842
H -2.242 0.426 -0.599
H -0.571 -1.677 4.536
H -1.552 -1.258 6.750
H -3.118 0.617 7.079
H -3.728 2.081 5.185
H -2.744 1.681 2.952
H 1.746 -3.907 2.003
H 2.392 -6.138 1.196
H 2.912 -6.492 -1.189
H 2.817 -4.605 -2.779
H 2.149 -2.356 -1.987
H 2.137 1.515 0.719
H 4.215 2.648 1.390
H 6.169 1.325 2.108
H 6.032 -1.140 2.197
H 3.953 -2.286 1.558
C -1.490 4.189 -0.494
O -0.214 3.575 -0.748
C 0.565 4.223 -1.758
C 1.958 3.668 -1.638
O 1.952 2.242 -1.808
C 2.241 1.808 -3.148
H -1.332 5.191 -0.097
H -1.990 3.581 0.255
H -2.086 4.242 -1.405
H 0.582 5.299 -1.577
H 0.135 4.030 -2.745
H 2.339 3.856 -0.634
H 2.623 4.131 -2.367
H 3.234 2.157 -3.430
H 1.500 2.183 -3.855
H 2.239 0.722 -3.131
C -2.814 1.094 -4.198
C -1.578 0.424 -4.813
C -0.745 0.149 -3.584
O -0.901 1.364 -2.798
C -2.234 1.903 -3.038
H -3.512 0.339 -3.837
H -3.340 1.732 -4.902
H -1.057 1.123 -5.469
H -1.813 -0.481 -5.369
H 0.314 0.007 -3.776
H -1.129 -0.704 -3.018
H -2.110 2.953 -3.300
H -2.833 1.834 -2.129
```

The expectation value of S² is 2.004. The calculation puts the HOMO energy (alpha / beta) at -0.5183 / -0.5219 Ha. The gap between HOMO and LUMO (alpha / beta) comes out at 0.3543 / 0.2708 Ha. Its spin multiplicity is 3. The calculation puts the relative energy (zero: lowest compared OMol25 entry of this formula, charge and spin) at 1.2 kcal per mole. The total charge is +2.

[4]
Molecular formula: C33H41F4N3SiTi
Method: DFT, ωB97M-V/def2-TZVPD

XYZ file:
```
83
C33H41F4N3SiTi | the Open Molecules 2025 dataset | ωB97M-V/def2-TZVPD
Ti 0.665 -0.096 -0.462
C 4.557 0.846 -1.506
Si 3.288 -0.485 -1.897
C 4.040 -1.968 -2.761
C 1.819 0.243 -2.915
N 2.382 -0.830 -0.414
C 3.037 -1.135 0.779
C 4.236 -1.828 0.936
C 4.786 -1.972 2.201
C 4.165 -1.438 3.324
C 2.977 -0.726 3.198
C 2.478 -0.607 1.931
F 1.317 0.152 1.650
H 5.403 0.786 -2.194
H 4.955 0.715 -0.497
H 4.147 1.854 -1.582
H 4.004 -1.831 -3.844
H 3.541 -2.908 -2.522
H 5.092 -2.070 -2.486
H 1.974 1.301 -3.123
H 0.831 0.120 -2.435
H 1.734 -0.273 -3.872
H 4.719 -2.261 0.068
H 5.720 -2.507 2.309
H 4.609 -1.568 4.300
H 2.475 -0.286 4.049
C -3.621 -0.279 -4.019
C -2.533 -0.839 -3.155
C -1.684 -1.845 -3.635
C -0.694 -2.408 -2.850
C 0.175 -3.517 -3.371
C -0.552 -1.957 -1.530
C -1.369 -0.916 -1.026
C -2.342 -0.357 -1.866
N -0.985 -0.397 0.231
C -1.842 -0.402 1.445
C -1.616 0.882 2.257
C -2.427 0.819 3.559
C -3.916 0.716 3.226
C -4.159 -0.558 2.415
C -3.747 -1.781 3.236
C -2.260 -1.679 3.576
C -1.985 -0.402 4.374
C -1.449 -1.641 2.278
C -3.341 -0.496 1.119
H -3.275 -0.134 -5.042
H -3.993 0.668 -3.633
H -4.464 -0.972 -4.055
H -1.821 -2.205 -4.649
H -0.332 -4.477 -3.253
H 1.121 -3.569 -2.834
H 0.379 -3.387 -4.434
H 0.077 -2.511 -0.836
H -2.968 0.449 -1.509
H -1.935 1.743 1.659
H -0.562 1.010 2.500
H -2.240 1.726 4.137
H -4.231 1.594 2.654
H -4.508 0.694 4.143
H -5.215 -0.632 2.146
H -3.940 -2.698 2.671
H -4.342 -1.831 4.150
H -1.955 -2.553 4.157
H -0.918 -0.331 4.608
H -2.521 -0.432 5.325
H -1.648 -2.537 1.680
H -0.378 -1.607 2.499
H -3.653 0.390 0.557
H -3.539 -1.383 0.511
F -0.220 6.715 -0.173
C 0.557 6.164 -1.109
F 0.051 6.455 -2.310
F 1.778 6.689 -1.016
C 0.598 4.660 -0.909
C -0.421 3.869 -1.426
C -0.371 2.512 -1.203
N 0.624 1.931 -0.507
C 1.605 2.702 -0.010
C 1.624 4.071 -0.186
H -1.234 4.305 -1.991
H -1.150 1.863 -1.581
H 2.388 2.205 0.547
H 2.426 4.670 0.222
```

The calculation puts the HOMO energy at -0.5258 Ha. The gap between HOMO and LUMO comes out at 0.2553 Ha. Its spin multiplicity is 1. The total charge is +2.

[5]
Molecular formula: C33H41F6N2O8S2TeV
Method: DFT, ωB97M-V/def2-TZVPD

XYZ file:
```
94
C33H41F6N2O8S2TeV | the Open Molecules 2025 dataset | ωB97M-V/def2-TZVPD
V 1.344 -0.542 1.282
C 1.076 -3.538 1.611
O 1.496 -2.590 0.639
C 2.073 -3.252 -0.479
C 2.681 -2.235 -1.446
O 3.315 -1.230 -0.691
C 4.583 -0.781 -1.147
C 5.573 -0.780 0.031
O 4.973 -0.346 1.232
C 4.426 0.939 1.230
H 0.372 -4.249 1.163
H 1.935 -4.088 2.011
H 0.580 -2.995 2.420
H 2.860 -3.931 -0.121
H 1.300 -3.834 -1.007
H 3.391 -2.743 -2.107
H 1.889 -1.789 -2.074
H 4.976 -1.431 -1.932
H 4.470 0.229 -1.564
H 5.913 -1.793 0.257
H 6.441 -0.160 -0.229
H 4.967 1.556 1.961
H 4.492 1.410 0.243
H 2.998 0.879 2.535
F -0.342 3.221 3.413
C 0.877 3.039 3.920
F 1.720 2.863 2.876
F 1.249 4.123 4.572
S 0.938 1.475 5.094
O 0.917 0.457 2.651
O 0.037 1.848 6.150
N 2.451 1.615 5.560
S 3.655 0.975 4.694
O 3.062 0.867 1.567
O 4.350 -0.033 5.457
C 4.760 2.577 4.843
F 5.875 2.381 4.120
F 4.121 3.608 4.286
F 5.093 2.867 6.079
C -3.455 -2.602 -6.707
C -2.845 -2.182 -5.409
C -3.368 -2.624 -4.201
C -2.801 -2.261 -2.990
C -3.381 -2.814 -1.720
C -1.694 -1.403 -2.980
Te -0.791 -0.956 -1.031
N -0.437 -0.902 1.398
C -1.111 -0.349 2.318
O -0.398 0.531 3.073
C -2.500 -0.579 2.694
C -3.116 0.176 3.696
C -4.422 -0.108 4.056
C -5.118 -1.134 3.433
C -4.513 -1.878 2.428
C -3.210 -1.605 2.062
C -1.003 1.171 -1.094
C 0.106 2.016 -1.133
C 1.534 1.556 -1.154
C -0.094 3.392 -1.187
C -1.360 3.951 -1.197
C -1.560 5.427 -1.295
C -2.450 3.090 -1.121
C -2.293 1.717 -1.064
C -3.496 0.834 -0.967
C -1.142 -0.968 -4.183
C 0.086 -0.111 -4.239
C -1.727 -1.362 -5.379
H -4.320 -3.238 -6.541
H -2.732 -3.153 -7.307
H -3.761 -1.727 -7.277
H -4.228 -3.278 -4.207
H -4.225 -3.462 -1.939
H -3.727 -2.013 -1.066
H -2.629 -3.401 -1.188
H -2.573 0.966 4.191
H -4.898 0.466 4.837
H -6.131 -1.360 3.736
H -5.052 -2.677 1.939
H -2.712 -2.187 1.299
H 1.617 0.467 -1.090
H 2.058 2.007 -0.306
H 2.019 1.898 -2.069
H 0.771 4.038 -1.229
H -0.609 5.950 -1.324
H -2.134 5.789 -0.444
H -2.121 5.670 -2.196
H -3.446 3.506 -1.103
H -4.405 1.425 -0.883
H -3.420 0.193 -0.085
H -3.571 0.214 -1.862
H 0.495 0.049 -3.241
H -0.148 0.857 -4.676
H 0.843 -0.584 -4.865
H -1.287 -1.030 -6.309
```

The expectation value of S² is 3.819. The calculation puts the HOMO energy (alpha / beta) at -0.3661 / -0.3703 Ha. The gap between HOMO and LUMO (alpha / beta) comes out at 0.2300 / 0.1563 Ha. Its spin multiplicity is 4. The total charge is +1.

E_tot? In order: -2781.21246, -4711.67118, -2459.19610, -2984.40642, -4600.60736 hartree.